[1]
# C24H28F6N5

A cluster of 2 separate species, C24H28F6N5 in total at a distorted geometry (ωB97M-V/def2-TZVPD, OMol25).

Structure (ORCA input):
```
! wB97M-V def2-TZVPD RIJCOSX def2/J DEFGRID3
* xyz 1 1
F -6.95 3.67 0.31
F 5.92 3.90 -1.69
F -4.81 3.15 0.41
F 7.19 2.34 -2.62
F 4.99 2.16 -2.68
F -5.60 4.24 -1.35
N 0.14 -4.26 2.97
N -5.06 1.68 -2.11
N -0.01 -2.68 1.35
N 1.75 -4.45 1.48
N 4.76 2.16 0.08
C -3.84 1.12 -1.72
C 3.50 0.07 0.06
C 2.28 -0.56 -0.02
C -0.11 -0.56 -0.55
C 6.06 2.54 -1.90
C -3.63 -0.28 -1.74
C 1.96 -5.57 2.37
C 2.46 2.18 -0.61
C 0.65 -3.72 1.82
C 6.01 1.82 -0.58
C 1.12 0.14 -0.48
C -1.12 -2.46 2.29
C -2.81 1.96 -1.22
C -1.66 1.42 -0.70
C 0.82 -5.45 3.39
C -5.89 3.25 -0.44
C 3.60 1.47 -0.15
C -5.47 1.69 -3.50
C 4.78 3.32 0.94
C 1.30 1.50 -0.90
C -1.38 0.02 -0.83
C -6.12 1.94 -1.14
C -2.45 -0.82 -1.27
C -1.06 -3.57 3.36
H 1.20 -5.36 4.41
H -2.29 -1.90 -1.29
H 4.57 4.25 0.38
H 4.02 3.21 1.72
H 2.23 -4.29 0.60
H 6.84 2.17 0.04
H 2.55 3.25 -0.81
H 6.04 0.74 -0.78
H -6.10 1.16 -0.36
H 0.16 -6.32 3.32
H -1.94 -4.22 3.31
H 5.77 3.40 1.40
H -0.97 -3.15 4.37
H -0.94 2.08 -0.23
H -4.85 1.01 -4.08
H -2.96 3.04 -1.26
H -1.02 -1.47 2.77
H 4.41 -0.47 0.36
H -6.52 1.41 -3.57
H -5.36 2.70 -3.93
H -7.08 1.99 -1.66
H 2.16 -1.61 0.26
H -4.43 -0.91 -2.13
H -0.07 -1.64 -0.44
H 1.90 -6.51 1.81
H 0.53 2.01 -1.46
H -2.08 -2.47 1.76
H 2.94 -5.50 2.85
*
```

natural (NBO) population analysis, charges in e, atoms 1 to 8: F -0.32; F -0.33; F -0.34; F -0.31; F -0.34; F -0.33; N -0.43; N -0.50



[2]
# C70H146F12N10O8

A cluster of 14 separate species, C70H146F12N10O8 in total at a distorted geometry (ωB97M-V/def2-TZVPD, OMol25).

Structure (ORCA input):
```
! wB97M-V def2-TZVPD RIJCOSX def2/J DEFGRID3
* xyz 0 1
F 0.12 -0.90 -4.11
F -1.30 0.41 -1.76
F -0.47 1.41 3.70
F -1.35 -1.70 -1.13
F 1.72 -1.42 -5.34
F -2.28 -0.23 0.14
F -0.94 5.43 -3.04
F 1.14 5.14 -3.36
F 0.32 -2.97 -4.75
F -1.02 2.54 1.87
F -0.11 3.53 3.57
F 0.23 4.24 -1.61
O -0.25 -2.33 -7.24
O 0.32 -1.02 1.08
O -1.42 -0.62 -6.27
O -3.04 1.70 3.98
O -1.59 2.93 -3.45
O -2.72 3.93 4.30
O 0.55 2.75 -4.37
O 0.82 0.72 -0.26
N 2.29 7.19 1.56
N 4.62 -0.98 2.69
N -4.21 -1.87 5.11
N -5.06 2.62 -1.37
N 4.90 3.08 -2.23
N 2.48 2.18 7.29
N -5.49 -4.02 -4.13
N 8.09 2.26 0.61
N 5.20 -3.56 -1.79
N -2.29 -5.39 1.10
C -5.22 0.19 -1.56
C -3.33 -1.44 4.01
C 8.64 3.22 1.58
C -2.64 -4.67 -0.09
C 2.71 2.39 4.69
C 3.50 0.12 -3.73
C 7.93 0.39 2.29
C 6.33 -3.40 -0.90
C 0.09 -0.30 0.18
C -3.89 -3.75 0.08
C -4.18 -4.26 -3.57
C 2.12 0.87 0.36
C -0.32 3.24 -3.65
C 2.62 2.26 6.16
C 3.77 2.53 -4.53
C -4.41 1.85 4.49
C 5.44 -3.30 -3.17
C -1.12 -2.36 -8.46
C -1.43 -5.28 3.43
C -6.36 -3.07 5.39
C -2.96 -7.78 0.69
C 0.43 -1.69 -5.10
C 4.03 5.39 1.20
C -3.30 3.73 -0.08
C 4.00 3.12 4.31
C 7.26 1.21 1.23
C 9.19 1.68 -0.22
C 2.36 2.36 0.40
C 1.08 7.34 2.37
C 2.58 5.76 1.40
C 2.08 -2.05 5.10
C -6.39 -5.18 -3.95
C 4.04 -2.81 -1.25
C 3.23 -3.65 -0.24
C -0.59 -1.45 -6.28
C -4.20 -0.96 2.86
C -6.71 -3.61 -6.33
C 3.20 -2.61 4.15
C 0.02 4.59 -2.92
C -3.44 -2.06 6.39
C -5.41 2.39 3.44
C -6.24 2.87 -2.23
C 2.19 9.45 0.60
C -2.55 -2.74 -8.18
C 7.54 4.25 1.90
C 5.25 2.47 4.83
C 4.44 2.83 -3.27
C 2.25 7.96 0.30
C 4.40 -4.02 -4.08
C 1.31 7.20 3.86
C -3.26 -6.47 1.40
C -4.99 -3.05 4.74
C -3.12 -0.63 7.00
C -5.40 -3.60 -5.51
C -3.06 2.10 -5.31
C 8.61 0.69 -1.23
C -0.95 2.56 3.25
C 3.90 1.08 -4.87
C -4.78 3.72 -0.40
C -2.37 2.87 3.88
C 0.86 -1.47 4.45
C -2.10 -4.53 2.27
C 3.97 -1.64 3.39
C -2.17 1.77 -4.13
C 7.32 -4.62 -0.80
C -7.65 2.74 -1.63
C -5.05 1.35 -0.63
C -1.23 -0.41 -0.70
C -3.20 -3.12 -3.64
C -6.66 -5.47 -2.50
H -8.35 2.96 -2.43
H 1.15 -0.66 3.86
H 3.94 -3.24 4.70
H 4.47 5.80 0.28
H 3.35 1.00 -5.79
H 6.45 -3.61 -3.44
H 7.66 1.17 -1.57
H -4.14 -0.20 7.08
H -4.40 0.13 -2.27
H 5.24 2.32 5.93
H -4.55 -1.74 2.25
H -5.83 1.31 0.11
H 2.53 10.03 -0.26
H 8.91 -0.02 2.02
H -5.01 3.38 3.10
H 4.05 0.38 -2.80
H -1.70 -6.32 3.62
H -2.45 2.37 -6.17
H -3.68 -5.08 -4.15
H 8.47 -0.32 -0.82
H 6.31 1.65 1.66
H -3.58 -0.29 2.23
H 10.05 1.21 0.24
H -2.66 -3.77 -7.78
H -6.38 -3.19 6.49
H -2.41 -0.08 6.36
H 2.44 0.24 -3.53
H -3.05 -4.13 2.62
H 1.29 7.63 -0.24
H -6.54 -3.15 -7.29
H -3.10 -2.77 -9.12
H 4.67 5.69 2.02
H 6.59 3.81 2.27
H -5.59 1.67 2.67
H -7.03 -4.61 -1.94
H 9.26 0.61 -2.08
H -2.62 -2.25 3.73
H 0.29 7.29 4.29
H 1.96 5.25 0.64
H 6.89 0.67 0.36
H -5.89 -5.81 -1.83
H -3.57 -2.25 -3.14
H 2.55 -3.08 0.40
H 3.94 3.33 3.21
H 2.70 -3.20 3.40
H 7.31 -0.48 2.47
H -4.33 -4.57 -2.54
H -1.80 -4.09 -0.51
H 0.36 -2.17 3.77
H -6.83 -2.10 5.07
H -4.71 -4.30 -6.09
H 6.85 -5.53 -0.29
H -4.00 -2.62 7.11
H -0.99 -1.32 -8.87
H 5.30 1.46 4.38
H -4.40 2.55 5.35
H -2.80 -7.73 -0.37
H -3.68 -2.98 0.80
H -5.02 -2.61 -5.66
H -2.89 -5.42 -0.89
H 3.58 -0.93 -4.04
H 3.80 -4.27 0.50
H 9.05 2.84 2.54
H 3.08 7.79 -0.37
H -7.45 -2.91 -5.80
H -4.12 -3.27 -0.88
H -5.99 -6.08 -4.43
H 1.87 -2.89 5.77
H 2.78 0.24 -0.27
H -2.59 -0.75 4.40
H 0.18 6.77 2.04
H -6.22 2.26 -3.16
H -3.05 -2.08 -7.54
H 6.83 -2.48 -1.13
H 9.47 3.76 1.07
H -1.52 -4.74 4.33
H 0.06 -1.10 5.10
H 1.22 9.77 0.92
H 4.38 -1.85 -0.75
H -7.95 1.74 -1.22
H -5.35 3.60 0.54
H -1.98 -8.21 1.09
H 2.73 2.86 -4.49
H -5.09 4.66 -0.85
H 2.65 1.36 4.30
H -2.30 -3.40 -3.10
H 1.41 2.83 0.76
H 3.94 4.15 4.73
H -2.82 1.41 -3.34
H 1.74 6.29 4.17
H -6.35 2.62 3.89
H 3.29 -2.58 -2.04
H 7.63 -4.85 -1.79
H 8.22 -4.34 -0.17
H -7.73 3.49 -0.87
H -0.58 -3.03 -9.12
H 1.94 0.47 1.34
H -6.16 0.13 -2.15
H 6.13 3.03 4.49
H 3.16 2.54 1.08
H 1.98 7.97 4.28
H 2.64 2.84 -0.53
H -3.02 2.84 0.47
H 2.68 -4.40 -0.80
H 7.96 5.01 2.59
H 0.67 8.34 2.15
H -4.75 0.85 4.82
H -3.17 -6.64 2.49
H 2.89 9.75 1.40
H -6.21 3.90 -2.60
H -3.04 4.64 0.50
H -5.14 -0.52 3.21
H -2.70 -0.74 7.98
H -3.67 3.00 -5.00
H -4.34 -6.29 1.21
H 4.14 3.09 -5.36
H -2.96 -2.85 -4.67
H 7.23 4.66 0.97
H 1.84 2.92 4.30
H 4.05 4.36 1.05
H -5.07 -0.76 -1.08
H -4.50 -3.99 4.83
H 2.23 5.30 2.36
H -3.76 -8.45 0.81
H -2.59 -2.66 6.14
H -1.49 -3.64 1.98
H -2.72 3.75 -1.01
H 9.54 2.48 -0.83
H 4.35 -5.07 -3.79
H -5.14 -2.89 3.69
H -4.80 -4.29 0.42
H 8.04 0.95 3.23
H 5.67 -2.22 -3.39
H -7.02 -3.77 4.97
H 4.98 0.86 -5.12
H 5.88 -3.20 0.13
H 3.46 -3.52 -4.00
H -0.34 -5.38 3.24
H -7.49 -6.20 -2.44
H -4.10 1.25 -0.13
H -3.79 1.32 -5.57
H -7.36 -5.01 -4.43
H 4.70 -3.94 -5.12
H -1.38 1.05 -4.38
H -7.15 -4.60 -6.49
H 2.58 -1.28 5.69
*
```

Löwdin population analysis, charges in e, atoms 1 to 8: F 0.18; F 0.17; F 0.17; F 0.12; F 0.15; F 0.13; F 0.23; F 0.18



[3]
# C20H22ClO8

A cluster of 2 separate species, C20H22ClO8 in total at a distorted geometry (ωB97M-V/def2-TZVPD, OMol25).

Structure (ORCA input):
```
! wB97M-V def2-TZVPD RIJCOSX def2/J DEFGRID3
* xyz -1 1
Cl -2.46 -1.09 -0.16
O -0.44 0.65 -2.84
O -1.91 2.33 -1.74
O 2.42 0.43 1.18
O 2.73 -3.55 0.86
O -3.08 1.73 0.07
O 0.20 0.37 1.30
O 0.12 -1.25 -1.77
O 3.69 -1.53 0.84
C -2.39 -1.32 3.70
C -2.28 1.44 -0.81
C -1.16 -1.51 3.08
C 1.24 -0.25 1.29
C -2.33 4.41 -2.79
C -0.58 -0.25 -1.86
C 4.79 0.57 0.86
C 1.30 -1.73 1.33
C -1.65 0.12 -0.94
C -2.70 3.52 -1.64
C 0.17 -2.51 1.23
C -3.35 -3.14 2.42
C -3.50 -2.09 3.33
C 3.84 -0.40 3.00
C -2.12 -3.33 1.80
C 0.46 1.38 -4.89
C -1.02 -2.45 2.04
C 0.37 0.21 -3.95
C 3.66 -0.25 1.50
C 2.60 -2.36 1.02
H 3.75 0.58 3.49
H -0.15 -0.64 -4.42
H -3.75 3.23 -1.69
H 1.36 -0.10 -3.58
H 4.77 1.60 1.23
H -2.50 4.01 -0.68
H -1.97 -4.15 1.08
H 0.27 -3.39 0.58
H 4.84 -0.80 3.20
H 3.09 -1.09 3.42
H -4.49 -1.83 3.71
H 5.75 0.11 1.12
H -4.20 -3.76 2.14
H -2.79 5.39 -2.65
H -0.52 1.56 -5.35
H -2.48 -0.53 4.45
H 4.68 0.57 -0.22
H -0.28 -0.93 3.38
H -1.25 4.56 -2.88
H -2.73 4.00 -3.73
H 0.80 2.28 -4.36
H 1.18 1.16 -5.69
*
```

natural (NBO) population analysis, charges in e, atoms 1 to 8: Cl -0.02; O -0.52; O -0.52; O -0.53; O -0.58; O -0.70; O -0.54; O -0.72



For reference, E_HOMO by record: -10.50; -8.03; -2.77 eV.